Here is a molecular structure, C3H5NaO4Rb from the Open Molecules 2025 dataset. Energies are from the ωB97M-V functional and the def2-TZVPD basis.

The HOMO energy (spin up / spin down) comes out at -3.5 / -7.6 eV. The charge is 0. The gap between HOMO and LUMO (spin up / spin down) is 2.35 / 7.15 eV. As for the lowest unoccupied orbital energy (spin up / spin down): -1.18 / -0.44 eV. The spin multiplicity is 2.

Cartesian coordinates (Å):
Na1 2.0668 3.7075 1.9977
O1 1.3068 4.5677 -0.2748
C1 0.8211 3.3963 -0.7322
H1 1.5420 2.5641 -0.5572
H2 0.4961 2.9161 -1.6724
C2 -0.7713 2.9859 0.2581
O2 -1.1059 1.5587 0.4358
C3 -2.3775 1.2050 0.5079
O3 -3.3581 1.8937 0.4168
O4 -2.4040 -0.1060 0.8022
Rb1 -0.2115 -1.8882 0.6765
H3 -1.4203 3.3515 -0.5537
H4 -1.3564 3.5224 1.0216
H5 -3.3112 -0.4317 0.8747


Here is a molecular structure, C31H21I3N6OTi from the Open Molecules 2025 dataset. Energies are from the ωB97M-V functional and the def2-TZVPD basis.

The HOMO energy comes out at -6.4 eV. The charge is 0. The gap between HOMO and LUMO is 5.87 eV. As for the lowest unoccupied orbital energy: -0.58 eV.

Cartesian coordinates (Å):
Ti1 -0.1576 0.5233 -0.5050
C1 -2.2340 -3.8260 2.2707
C2 -1.1986 -3.7679 1.3503
C3 -0.5578 -2.5615 1.0957
C4 -0.9528 -1.3867 1.7335
C5 -1.9928 -1.4554 2.6665
C6 -2.6184 -2.6625 2.9314
N1 -0.3669 -0.1654 1.3545
C7 0.0425 0.7671 2.3363
C8 0.2770 0.4952 3.6744
C9 0.7099 1.5164 4.5229
C10 0.9030 2.7998 4.0355
C11 0.6819 3.0783 2.6858
C12 0.2747 2.0616 1.8449
N2 0.0332 2.1803 0.4668
N3 -0.0830 3.4437 -0.0614
C13 -0.5361 3.3183 -1.2744
C14 -0.9110 4.4645 -2.0678
C15 -1.4100 4.2888 -3.3036
C16 -1.5623 2.9604 -3.8328
C17 -1.2185 1.9131 -3.0596
N4 -0.7307 2.0435 -1.7779
H1 -2.7273 -4.7659 2.4809
H2 -0.8720 -4.6649 0.8380
H3 0.2765 -2.5240 0.4019
H4 -2.3117 -0.5492 3.1660
H5 -3.4247 -2.6933 3.6540
H6 0.1307 -0.5069 4.0570
H7 0.8865 1.3005 5.5690
H8 1.2256 3.5903 4.7010
H9 0.8282 4.0669 2.2719
H10 -0.7850 5.4423 -1.6239
H11 -1.7038 5.1438 -3.8997
H12 -1.9352 2.7920 -4.8330
H13 -1.2984 0.8967 -3.4262
I1 1.3354 -1.7082 -4.7787
C18 2.5242 -1.3664 -3.1159
C19 3.8584 -1.8461 -3.0975
C20 4.6568 -1.6477 -2.0114
I2 6.5994 -2.3929 -2.0569
C21 4.1662 -0.9472 -0.8704
C22 4.8972 -0.6718 0.3083
C23 4.3072 0.0233 1.3183
C24 2.9721 0.4596 1.1781
N5 2.2576 0.2159 0.1082
C25 2.8446 -0.4804 -0.9074
C26 2.0086 -0.7024 -2.0389
O1 0.7798 -0.2193 -1.9728
H14 4.2363 -2.3757 -3.9608
H15 5.9201 -1.0143 0.3936
H16 4.8411 0.2541 2.2296
H17 2.5013 1.0280 1.9689
I3 -3.3131 1.6048 0.6680
C27 -3.1123 -0.1333 -0.4381
C28 -4.2302 -0.9423 -0.5990
C29 -4.1338 -2.0654 -1.3943
C30 -2.9375 -2.3558 -2.0210
C31 -1.8568 -1.5303 -1.7895
N6 -1.9351 -0.4421 -1.0016
H18 -5.1522 -0.6692 -0.1079
H19 -4.9975 -2.7043 -1.5340
H20 -2.8213 -3.2122 -2.6692
H21 -0.8975 -1.7153 -2.2515


Here is C2H4N2O2 in the gas phase from the Open Molecules 2025 dataset. Energies are from the ωB97M-V functional and the def2-TZVPD basis.

The SMILES is C1=NOCON1. The HOMO energy comes out at -9.5 eV. The charge is 0. The gap between HOMO and LUMO is 10.19 eV. As for the lowest unoccupied orbital energy: 0.69 eV.

Cartesian coordinates (Å):
C1 0.5883 -1.0455 0.1095
C2 -0.1703 1.1866 -0.1652
H1 0.4698 -0.8358 1.1578
H2 0.7907 -2.0389 -0.1141
H3 -1.8051 0.2724 0.5582
H4 -0.6436 2.2351 -0.0191
N1 -1.1675 0.2903 -0.2960
N2 1.1254 1.1230 -0.2623
O1 -0.6965 -0.9543 -0.5457
O2 1.5089 -0.2329 -0.4233


Here is a molecular structure, C26H48ClIrO3PS from the Open Molecules 2025 dataset. Energies are from the ωB97M-V functional and the def2-TZVPD basis.

The HOMO energy (spin up / spin down) comes out at -2.8 / -3.5 eV. The charge is -1. The gap between HOMO and LUMO (spin up / spin down) is 5.39 / 6.11 eV. As for the lowest unoccupied orbital energy (spin up / spin down): 2.61 / 2.57 eV. The spin multiplicity is 5.

Cartesian coordinates (Å):
Ir1 -1.4611 0.2923 -1.6274
P1 -0.3164 -0.4920 0.1490
Cl1 -3.3677 -0.5724 -0.8067
C1 0.7071 2.7611 1.1943
H1 0.8853 2.8243 2.3429
H2 -0.3054 2.5541 0.6815
C2 -0.3396 -2.0852 -0.8178
C3 -1.1540 -0.6282 1.9035
C4 0.5363 -3.2738 -0.4054
H3 -1.3954 -2.4185 -0.7531
C5 0.0532 -4.4451 -1.2517
H4 1.6005 -3.0596 -0.5833
H5 0.4358 -3.5094 0.6618
C6 0.0206 -4.1296 -2.7695
H6 0.6730 -5.3311 -1.0589
H7 -0.9764 -4.6622 -0.9322
C7 -0.5592 -2.7659 -3.1516
H8 1.0464 -4.1850 -3.1637
H9 -0.5764 -4.8984 -3.2683
C8 0.0155 -1.6845 -2.2619
H10 -0.3400 -2.5113 -4.1970
H11 -1.6531 -2.7522 -3.0214
H12 1.1131 -1.6359 -2.3162
H13 -0.3530 -0.7009 -2.7128
C9 1.5829 -0.3421 0.7588
C10 -0.5313 0.0975 3.1118
H14 -2.1295 -0.1742 1.6658
C11 -1.4718 0.0489 4.3210
H15 0.3855 -0.4285 3.4131
H16 -0.2646 1.1363 2.8685
C12 -1.8149 -1.3957 4.7247
H17 -1.0103 0.5699 5.1691
H18 -2.3922 0.5843 4.0584
C13 -2.1994 -2.3055 3.5392
H19 -0.9462 -1.8312 5.2460
H20 -2.6402 -1.3858 5.4453
C14 -1.3514 -2.1014 2.2728
H21 -2.1106 -3.3567 3.8403
H22 -3.2469 -2.1064 3.2633
H23 -0.3533 -2.5290 2.4491
H24 -1.8017 -2.6572 1.4374
C15 2.6475 -0.2844 -0.3437
H25 1.4880 0.6529 1.2326
C16 4.0463 0.0069 0.2082
H26 2.6519 -1.2501 -0.8710
H27 2.4390 0.4785 -1.1024
C17 4.4785 -0.9444 1.3327
H28 4.7592 -0.0565 -0.6218
H29 4.0703 1.0408 0.5853
C18 3.3884 -1.1318 2.4022
H30 4.7324 -1.9245 0.8956
H31 5.3903 -0.5701 1.8110
C19 2.0218 -1.4203 1.7762
H32 3.6562 -1.9698 3.0610
H33 3.3190 -0.2254 3.0273
H34 2.0830 -2.3762 1.2359
H35 1.2893 -1.5836 2.5738
C20 -0.1075 1.7471 -1.3686
C21 1.3454 3.5831 0.3511
H36 0.9105 1.3864 -0.7546
C22 0.8213 4.8707 -0.1084
H37 2.2473 3.0287 -0.3945
C23 -0.3117 4.9037 -1.2955
H38 0.3663 5.5565 0.6434
H39 1.6837 5.4191 -0.5469
C24 0.1164 4.1248 -2.5826
H40 -1.2966 4.5124 -1.0402
H41 -0.4670 5.9440 -1.6267
C25 0.4117 2.6149 -2.4446
H42 -0.5941 4.2374 -3.4269
H43 1.0439 4.5886 -2.9694
H44 0.0666 2.0479 -3.3431
H45 1.5348 2.4538 -2.3556
C26 -4.9589 1.7732 -3.0424
S1 -3.2201 2.3339 -2.8094
O1 -2.4012 1.0805 -3.1901
O2 -2.9261 3.4408 -3.6595
O3 -2.9171 2.4851 -1.3396
H46 -5.2327 2.0573 -4.0645
H47 -5.6544 2.1812 -2.2972
H48 -4.9145 0.6730 -2.9558


Energy above the lowest of the compared OMol25 structures with the same formula, charge and spin: 127.09 10.94 532.02 123.34 (kJ/mol)